#w
16
Properties=species:S:1:pos:R:3:nbo_charge:R:1 method="wB97M-V/def2-TZVPD" mol_weight_g_mol=118.116 charge=+1 lumo_ev="-6.90 / -6.90" gap_ev="6.981 / 6.984"
C 2.43795 -0.53916 -0.26932 0.226
C -1.67605 0.12451 0.11990 0.830
C -3.14874 -0.00006 -0.14044 -0.702
N 1.56789 -1.38033 -0.02962 -0.495
N 2.23444 0.84203 -0.11765 -0.170
N 1.42782 1.28530 0.68493 -0.003
O -1.19977 -0.98093 0.77806 -0.716
O -0.92290 1.01637 -0.24407 -0.632
H 3.47258 -0.60167 -0.68585 0.193
H -3.27613 -0.53109 -1.16161 0.264
H -3.48065 1.14891 -0.18970 0.257
H -3.52019 -0.59763 0.55804 0.238
H 1.89387 -2.28124 -0.25639 0.395
H 2.92557 1.33183 -0.74741 0.422
H -0.18847 -1.07803 0.96250 0.520
H 1.45279 2.24119 0.73860 0.373



#x
16
Properties=species:S:1:pos:R:3:nbo_charge:R:1 method="wB97M-V/def2-TZVPD" mol_weight_g_mol=118.116 charge=+1 lumo_ev=-3.55 gap_ev=11.023
C 0.19257 -2.12047 1.33957 0.756
C 0.11235 1.21152 -0.55257 0.796
C -0.08604 2.62884 -0.31319 -0.754
N -0.20529 -2.24419 0.24209 -0.475
N 0.51443 -1.98036 2.56504 -0.818
N -0.42238 -0.61899 -1.87994 -0.568
O 0.56019 0.36226 0.16410 -0.635
O -0.37368 0.81210 -1.73690 -0.353
H -0.39267 -1.85012 -0.72822 0.473
H -1.17869 2.88445 -0.00428 0.277
H 0.39502 3.29269 -1.04571 0.274
H 0.39654 2.97835 0.56779 0.257
H 0.35393 -2.66105 3.39083 0.491
H 0.73783 -1.01217 2.74952 0.462
H 0.58076 -0.91829 -2.07560 0.392
H -1.18487 -0.76456 -2.68252 0.425



Relative to the most stable structure, the computed energies are #w 0.0257; #x 0.0000, all in hartree.



#w
20
Properties=species:S:1:pos:R:3:nbo_charge:R:1 method="wB97M-V/def2-TZVPD" mol_weight_g_mol=123.221 charge=0 lumo_ev=0.64 gap_ev=9.448 smiles=CCNCCS.O
C -0.51152 -0.50383 -2.11849 -0.628
C -0.97102 0.80814 -1.45605 -0.198
N -0.17170 1.19912 -0.25781 -0.659
C -0.45779 1.27099 1.14591 -0.226
C -1.03072 -0.00065 1.84493 -0.495
S 0.59192 -0.92438 1.94109 -0.106
H -0.63642 -1.27216 -1.35893 0.207
H 0.43856 -0.34722 -2.64601 0.209
H -1.20251 -0.72437 -2.94859 0.216
H -1.28310 1.59758 -2.19010 0.196
H -1.97364 0.37006 -0.99257 0.161
H 0.73129 0.75390 -0.39072 0.357
H 0.37965 1.66757 1.70980 0.214
H -1.14682 2.12016 1.38739 0.185
H -1.65357 -0.61169 1.24711 0.217
H -1.47475 0.13450 2.82736 0.226
H 0.33981 -1.92557 1.09686 0.120
O 3.75668 -1.21594 0.39754 -0.929
H 3.12344 -1.84806 0.03788 0.461
H 3.15223 -0.54814 0.72337 0.470



#x
20
Properties=species:S:1:pos:R:3:nbo_charge:R:1 method="wB97M-V/def2-TZVPD" mol_weight_g_mol=123.221 charge=0 lumo_ev=0.59 gap_ev=9.544 smiles=C[C@H](N)CCS.O
C 0.36823 1.14818 -2.08960 -0.629
C -0.01789 0.76184 -0.63370 -0.058
N -0.52673 2.02834 -0.01808 -0.826
C 1.07855 -0.02004 0.04789 -0.437
C 0.66048 -1.31210 0.72529 -0.487
S 0.41253 -2.55287 -0.62299 -0.082
H 0.06202 0.33765 -2.78246 0.204
H -0.12065 2.03773 -2.48447 0.212
H 1.38755 1.19488 -2.50368 0.213
H -0.86524 0.08761 -0.80052 0.163
H -0.56239 1.81257 0.97775 0.369
H -1.48790 2.09485 -0.32366 0.348
H 1.57529 0.65188 0.78962 0.216
H 1.92329 -0.21087 -0.62206 0.222
H -0.32760 -1.16977 1.16095 0.214
H 1.33506 -1.68526 1.48564 0.229
H 1.50574 -3.29557 -0.46523 0.125
O -1.92207 1.93938 2.76256 -0.935
H -2.18779 2.84201 2.92467 0.471
H -2.78282 1.51398 2.70900 0.469



Relative to the most stable structure, the computed energies are #w 0.0310; #x 0.0000, all in hartree.



#w
20
Properties=species:S:1:pos:R:3:nbo_charge:R:1 method="wB97M-V/def2-TZVPD" mol_weight_g_mol=123.221 charge=0 lumo_ev=0.57 gap_ev=9.581 smiles=CNCCCS.O
C -1.59281 0.79229 2.93431 -0.420
N -1.61267 -0.59765 2.55435 -0.604
C -1.28191 -0.72017 1.12879 -0.220
C 0.12107 -0.25690 0.70287 -0.447
C 0.31001 -0.18629 -0.78590 -0.498
S 1.98084 0.47902 -1.11001 -0.057
H -2.14315 0.97302 3.87296 0.200
H -2.04498 1.40652 2.13752 0.187
H -0.54610 1.11123 3.07319 0.167
H -0.79726 -0.90262 3.10105 0.344
H -1.43145 -1.79650 0.91764 0.199
H -1.96694 -0.15004 0.47220 0.186
H 0.34167 0.78952 0.98888 0.205
H 0.89825 -0.90100 1.15736 0.208
H 0.18562 -1.15811 -1.30119 0.214
H -0.41880 0.52257 -1.22383 0.204
H 2.10711 0.10944 -2.40228 0.130
O 2.97272 0.15044 -5.19697 -0.941
H 2.78321 -0.27292 -6.06479 0.473
H 2.13557 0.60812 -4.95620 0.469



#x
20
Properties=species:S:1:pos:R:3:nbo_charge:R:1 method="wB97M-V/def2-TZVPD" mol_weight_g_mol=123.221 charge=0 lumo_ev=0.60 gap_ev=9.511 smiles=NCCCCS.O
N -2.76228 -0.66083 0.06772 -0.841
C -1.53977 0.09511 0.33578 -0.226
C -0.48577 -0.81829 0.97352 -0.413
C 0.58574 -1.30146 -0.05659 -0.405
C 1.59467 -0.22997 -0.42896 -0.522
S 2.82173 0.17777 0.85712 -0.069
H -2.59913 -1.44253 -0.54885 0.350
H -3.51182 -0.09631 -0.31094 0.357
H -1.09819 0.56466 -0.54304 0.170
H -1.78990 0.84506 1.06893 0.190
H -0.02066 -0.40377 1.85946 0.215
H -0.88101 -1.75980 1.37738 0.212
H 0.02272 -1.56611 -0.95972 0.198
H 1.05431 -2.17246 0.37372 0.206
H 1.14963 0.76119 -0.56594 0.243
H 2.09586 -0.47798 -1.36772 0.214
H 3.44100 -1.00803 0.94445 0.115
O 0.67251 2.82242 -1.22951 -0.943
H -0.01652 3.49126 -1.30571 0.474
H 1.26687 3.18008 -0.54109 0.475



Relative to the most stable structure, the computed energies are #w 0.0188; #x 0.0000, all in hartree.



#w
15
Properties=species:S:1:pos:R:3:nbo_charge:R:1 method="wB97M-V/def2-TZVPD" mol_weight_g_mol=83.134 s2=0.782 charge=+1 lumo_ev="-4.61 / -6.82" gap_ev="8.933 / 8.759" multiplicity=2
N -1.53806 -0.60235 -0.56343 -0.687
C -0.49998 0.23565 -0.69490 0.377
C 0.61291 0.02031 0.14845 -0.145
C 0.62575 -0.78478 1.29303 -0.243
C 1.77939 -1.06524 1.96607 -0.136
C -0.56245 1.37474 -1.61847 -0.706
H -2.29494 -0.43374 -1.22184 0.409
H -1.98794 -0.68487 0.34258 0.425
H 1.47321 0.65801 -0.00756 0.238
H -0.22946 -1.33067 1.62478 0.226
H 1.73760 -1.65702 2.86905 0.221
H 2.76541 -0.84652 1.57908 0.214
H -1.46327 1.35471 -2.24241 0.246
H -0.62479 2.32677 -1.08964 0.285
H 0.20662 1.43498 -2.38479 0.277



#x
15
Properties=species:S:1:pos:R:3:nbo_charge:R:1 method="wB97M-V/def2-TZVPD" mol_weight_g_mol=83.134 s2=0.761 charge=+1 lumo_ev="-6.96 / -6.75" gap_ev="7.088 / 9.311" multiplicity=2
C 1.94774 0.82485 -1.64613 -0.631
C 0.62052 1.11669 -0.94239 -0.454
C 0.53354 0.21174 0.29998 0.014
C -0.53521 0.20096 1.17707 0.202
N -1.66548 -0.60882 0.90042 -0.355
C -1.48542 -1.86851 0.71328 0.072
H 1.87665 0.32930 -2.61691 0.245
H 2.59588 1.66345 -1.87063 0.253
H 2.58991 0.24973 -1.00198 0.212
H 0.37239 2.10271 -0.54045 0.265
H -0.21502 0.77947 -1.58825 0.271
H 1.33499 -0.49643 0.51026 0.251
H -0.74063 1.13256 1.72646 0.242
H -0.47309 -2.27542 0.72126 0.182
H -2.35737 -2.51550 0.63815 0.233



Relative to the most stable structure, the computed energies are #w 0.0000; #x 0.1173, all in hartree.



#w
20
Properties=species:S:1:pos:R:3:nbo_charge:R:1 method="wB97M-V/def2-TZVPD" mol_weight_g_mol=99.177 s2=0.756 charge=+1 lumo_ev="-4.18 / -8.68" gap_ev="10.490 / 5.300" multiplicity=2
C 1.14248 0.62974 1.60797 -0.245
C 0.34565 0.89029 0.36290 -0.528
C -0.73438 -0.09666 -0.03136 0.272
C -1.20677 -1.00776 0.84848 -0.133
C -1.35405 0.23328 -1.35789 -0.485
C -0.41481 0.04024 -2.58320 -0.583
N 1.84930 -0.72218 1.39352 -0.722
H 0.46454 0.64100 2.46042 0.207
H 1.90724 1.38333 1.84154 0.238
H -0.21475 1.86153 0.46986 0.322
H 0.90972 1.19398 -0.54173 0.265
H -0.79285 -1.32900 1.81084 0.256
H -1.82247 -1.70624 0.28405 0.219
H -1.69595 1.26638 -1.33201 0.263
H -2.19959 -0.45343 -1.49216 0.232
H -0.94835 0.00016 -3.54445 0.257
H 0.25671 0.88320 -2.50394 0.212
H 0.10824 -0.91444 -2.51245 0.219
H 1.69124 -0.95244 0.41553 0.350
H 2.82894 -0.44033 1.44120 0.386



#x
20
Properties=species:S:1:pos:R:3:nbo_charge:R:1 method="wB97M-V/def2-TZVPD" mol_weight_g_mol=99.177 s2=0.755 charge=+1 lumo_ev="-2.94 / -8.01" gap_ev="10.192 / 5.123" multiplicity=2
C 0.41080 0.59768 2.02836 -0.306
N 0.80730 0.29240 0.66338 -0.151
C -0.23635 -0.08269 -0.25730 -0.282
C 0.06656 -0.18799 -1.81721 -0.424
C -1.03671 -0.95027 -2.42499 -0.232
C -1.88339 -0.45507 -3.33946 -0.327
C 1.54310 0.51849 3.04424 -0.693
H -0.44222 -0.04169 2.34497 0.279
H -0.09045 1.68464 2.11409 0.282
H 1.57551 -0.27533 1.01742 0.434
H -0.52799 -1.14278 0.05084 0.283
H -1.23707 0.63411 -0.18358 0.266
H 0.06184 0.90237 -2.13707 0.239
H 1.10858 -0.67922 -1.84288 0.224
H -1.22359 -1.89150 -1.87137 0.199
H -2.92224 -0.84188 -3.43009 0.225
H -1.57698 0.28885 -4.05465 0.212
H 1.78009 -0.49500 3.51231 0.253
H 2.48516 1.01103 2.64143 0.243
H 1.33803 1.11387 3.94153 0.274



Relative to the most stable structure, the computed energies are #w 0.0000; #x 0.0303, all in hartree.



#w
28
Properties=species:S:1:pos:R:3:nbo_charge:R:1 method="wB97M-V/def2-TZVPD" mol_weight_g_mol=220.270 charge=-1 lumo_ev=3.40 gap_ev=8.120
C -3.57272 -0.66222 -0.80650 -0.365
C -3.15886 -0.52978 0.40594 -0.253
C -1.77017 -0.09024 0.80704 0.634
C 2.63793 -0.51863 1.41016 -0.619
C -0.16373 2.33829 -0.77104 -0.616
C 1.21753 -0.14601 1.59756 -0.430
C 1.02241 1.31677 -0.54038 -0.499
C 0.56015 0.05841 0.15346 0.166
N -0.79249 -0.26761 -0.12908 -0.722
O 1.20276 -3.05995 -0.62398 -0.976
O -1.54197 0.21758 1.95760 -0.644
O 2.64411 -1.30925 -1.75767 -0.997
O 0.16374 -1.42987 -2.22242 -1.025
S 1.27473 -1.67546 -1.22751 2.162
H -4.59332 -1.02535 -0.87754 0.192
H -2.97575 -0.39177 -1.64260 0.210
H -3.86682 -0.61491 1.26338 0.205
H 2.77910 -1.19486 0.53414 0.243
H 3.15641 0.33924 1.11091 0.189
H 3.04488 -0.90799 2.24412 0.194
H 0.05700 3.33314 -1.17143 0.203
H -0.75777 1.88000 -1.54535 0.204
H -0.81118 2.31397 0.09399 0.207
H 1.03453 0.79857 2.08289 0.202
H 0.73509 -0.97545 2.19586 0.220
H 1.78122 1.91008 0.03672 0.200
H 1.46289 0.97477 -1.53055 0.257
H -0.76970 -0.68147 -1.04771 0.458



#x
28
Properties=species:S:1:pos:R:3:nbo_charge:R:1 method="wB97M-V/def2-TZVPD" mol_weight_g_mol=220.270 charge=-1 lumo_ev=3.49 gap_ev=8.170
C -2.53992 0.67127 1.82863 0.668
C 1.95149 1.02514 -0.95146 -0.442
C 2.10156 0.98203 0.60404 -0.366
C 0.55753 1.60305 -1.15006 -0.372
C 1.07944 0.10418 1.33212 -0.494
C -0.47165 0.58393 -0.65618 -0.515
C -0.29262 0.38878 0.85786 0.474
C -3.26704 -0.63030 1.55413 -0.717
N -1.21431 0.48896 1.71882 -0.514
O 0.33746 -2.55077 -2.90324 -0.953
O -3.11833 1.74525 1.95039 -0.630
O 2.20720 -1.97503 -1.44589 -1.057
O -0.05863 -2.24662 -0.50286 -1.048
S 1.00576 -2.83714 -1.34822 1.660
H 2.59170 1.71647 -1.43276 0.182
H 2.22562 0.01207 -1.30664 0.284
H 3.07933 0.69962 0.80428 0.200
H 1.83318 2.10485 0.83931 0.168
H 0.39267 2.62274 -0.48952 0.167
H 0.58693 1.90691 -2.15502 0.205
H 1.35214 -0.96317 1.10852 0.260
H 1.07260 0.22621 2.35108 0.211
H -1.54979 0.77421 -0.67749 0.202
H -0.22780 -0.38965 -0.91848 0.289
H -2.68695 -1.40378 0.94313 0.245
H -3.61646 -1.03453 2.56537 0.218
H -4.14421 -0.55318 0.98983 0.220
H 0.81311 -3.07150 -3.50969 0.455



Relative to the most stable structure, the computed energies are #w 0.0212; #x 0.0000, all in hartree.